DFT (ωB97M-V/def2-TZVPD) results for a molecular structure, C4H4OS3 at a distorted geometry.

* E_LUMO: -0.778 eV
* DFT total energy: -38765.081 eV
* energy relative to the best compared isomer or geometry (same formula, charge and spin): 0.372 eV
* HOMO-LUMO gap: 0.296 hartree
* F_max: 3.849 eV Å⁻¹

Each line ends with the Mulliken charge.
Element x y z (Å)
C1 -1.828 0.887 0.479  -0.597
C2 -0.922 1.776 -0.302  -0.561
S1 -0.249 -1.304 -0.229  -0.076
C3 -1.790 -0.562 0.075  0.499
H1 -1.538 0.840 1.581  0.301
H2 -2.839 1.223 0.371  0.300
H3 -1.270 2.887 -0.219  0.331
H4 -1.150 1.559 -1.392  0.339
O1 -2.744 -1.235 0.002  -0.479
C4 0.918 -0.150 0.058  0.222
S2 2.506 -0.739 0.137  -0.253
S3 0.898 1.523 -0.047  -0.025

DFT (ωB97M-V/def2-TZVPD) results for 2 unconnected molecules or ions with the total composition C6H17N2 at a distorted geometry.

* net charge: +2
* spin multiplicity: 2
* E_LUMO (alpha / beta): -10.949 / -12.139 eV
* DFT total energy: -9454.436 eV
* energy relative to the best compared isomer or geometry (same formula, charge and spin): 4.985 eV
* HOMO-LUMO gap (alpha / beta): 0.224 / 0.179 hartree
* F_max: 4.547 eV Å⁻¹

Each line ends with the Löwdin spin population.
Element x y z (Å)
C1 0.114 0.777 0.463  0.002
C2 -1.476 0.387 2.307  0.000
H1 -2.079 1.264 1.899  0.000
H2 1.761 -0.616 -1.242  0.000
H3 1.353 -2.887 -3.721  0.001
C3 0.007 0.546 2.005  0.001
H4 2.049 -1.282 -3.635  0.018
H5 -1.093 4.295 1.213  0.000
C4 -0.260 -0.275 -0.612  0.025
H6 -1.104 -0.871 -0.271  0.000
H7 -1.815 -0.568 1.756  0.000
N1 0.630 -2.060 -2.065  0.717
C5 1.767 -2.274 -3.046  0.079
H8 -2.153 3.075 0.836  0.000
H9 0.614 -0.301 2.437  0.000
H10 0.131 -3.030 -1.947  0.010
H11 2.688 -2.818 -2.602  0.050
H12 0.198 1.446 2.580  0.000
H13 -0.601 2.638 0.973  0.000
H14 1.284 -1.728 0.038  0.025
H15 -1.720 0.321 3.420  0.000
C6 0.923 -1.252 -0.888  0.067
N2 -1.312 3.280 1.357  0.005
H16 0.760 1.626 0.242  0.000
H17 -0.662 0.309 -1.496  0.000

DFT (ωB97M-V/def2-TZVPD) results for 3 unconnected molecules or ions with the total composition C4H11NO2 at a distorted geometry.

* E_LUMO: 0.617 eV
* DFT total energy: -9909.065 eV
* energy relative to the best compared isomer or geometry (same formula, charge and spin): 3.177 eV
* SMILES: C=CC(=C)N.O.O
* HOMO-LUMO gap: 0.326 hartree
* F_max: 2.725 eV Å⁻¹

Each line ends with the Mulliken charge.
Element x y z (Å)
C1 0.211 -0.354 -1.144  -1.072
O1 -2.458 2.609 -3.374  -0.641
H1 0.294 -0.710 2.054  0.257
H2 -2.258 3.527 -3.231  0.314
H3 -0.098 -1.275 -1.613  0.252
H4 2.523 2.456 -0.161  0.233
N1 -0.260 -0.760 1.218  -0.488
H5 0.502 0.302 -1.956  0.330
C2 0.248 0.001 0.148  0.785
C3 2.315 1.392 -0.049  -0.641
H6 -1.288 -4.399 2.436  0.306
H7 0.707 1.647 1.421  0.348
O2 -0.919 -3.511 2.493  -0.629
H8 -1.308 -3.151 3.298  0.313
C4 1.135 1.113 0.552  -0.491
H9 3.040 0.636 -0.298  0.302
H10 -0.485 -1.699 0.926  0.198
H11 -1.901 2.176 -2.720  0.325

DFT (ωB97M-V/def2-TZVPD) results for a molecular structure, C26H21BrN11OPb at a distorted geometry.

* net charge: +1
* E_LUMO (alpha / beta): -3.864 / -3.864 eV
* DFT total energy: -121024.058 eV
* energy relative to the best compared isomer or geometry (same formula, charge and spin): 0.000 eV
* HOMO-LUMO gap (alpha / beta): 0.185 / 0.185 hartree
* F_max: 3.876 eV Å⁻¹

Each line ends with the Mulliken charge.
Element x y z (Å)
C1 0.383 8.238 -2.259  0.221
N1 3.396 -0.906 0.613  -0.765
N2 -1.088 3.608 -2.429  -0.408
C2 0.426 7.719 -0.940  -0.609
N3 -1.605 -4.494 5.187  -0.345
C3 -0.400 0.332 -0.963  -0.217
H1 -0.293 5.254 -3.949  0.377
H2 -0.612 -4.822 -2.727  0.431
C4 -1.066 1.437 -3.464  -0.460
C5 -0.662 0.157 -3.437  -0.840
C6 0.233 7.346 -3.395  -0.463
C7 -2.819 -6.213 -0.556  -0.324
H3 -2.709 -5.988 1.555  0.335
H4 -1.759 3.326 0.019  0.512
H5 0.793 5.854 0.138  0.325
H6 2.757 -1.014 2.588  0.371
C8 3.326 1.335 0.427  -0.634
H7 2.427 1.569 2.504  0.442
H8 -2.411 -5.134 5.140  0.267
C9 2.868 0.968 1.688  -0.323
H9 0.321 7.729 -4.423  0.376
C10 3.654 0.130 -0.229  -0.169
H10 2.482 -2.971 4.278  0.199
N4 -1.480 -4.619 2.892  -0.597
O1 0.485 -1.530 -2.306  -0.836
C11 -1.220 -4.756 0.480  1.201
C12 0.455 6.363 -0.811  -0.450
N5 -0.623 4.312 -1.502  -0.102
H11 3.429 2.330 0.057  0.468
C13 -0.995 -4.158 4.056  0.441
C14 -1.357 2.296 0.170  -0.361
C15 0.878 -3.334 3.132  0.559
H12 -1.496 1.950 -4.363  0.393
C16 -0.062 5.554 -1.883  0.094
H13 -0.393 -0.188 2.210  0.553
H14 -1.463 -3.878 5.965  0.281
C17 -2.174 -5.959 -1.810  -0.579
N6 0.548 -3.733 1.900  -0.525
C18 -0.869 1.683 -1.018  0.818
C19 -0.519 0.304 1.286  -0.320
N7 0.040 -3.266 4.188  -0.652
C20 -0.952 2.243 -2.278  0.090
C21 -1.166 1.544 1.300  -0.979
H15 -2.328 -6.477 -2.743  0.393
H16 2.811 -3.161 2.645  0.270
Pb1 1.214 -2.597 -0.256  1.268
N8 -0.633 -4.604 -0.641  -0.232
C22 -2.358 -5.588 0.575  -0.416
N9 2.158 -2.865 3.366  -0.476
H17 -3.629 -6.941 -0.544  0.398
C23 -0.703 -4.295 1.820  -0.077
H18 -1.407 2.061 2.250  0.338
N10 0.019 -0.256 0.215  0.408
C24 -1.060 -5.165 -1.802  -0.356
H19 0.421 8.372 -0.128  0.466
H20 -0.646 -0.381 -4.407  0.374
C25 -0.067 6.036 -3.191  -0.197
C26 -0.144 -0.409 -2.255  0.437
H21 4.134 -0.047 -1.224  0.426
N11 2.971 -0.377 1.757  0.334
Br1 0.536 10.077 -2.467  -0.152

DFT (ωB97M-V/def2-TZVPD) results for 2 unconnected molecules or ions with the total composition C2H2Cl2N at a distorted geometry.

* net charge: +1
* E_LUMO (alpha / beta): -7.493 / -7.878 eV
* DFT total energy: -28628.783 eV
* energy relative to the best compared isomer or geometry (same formula, charge and spin): 3.309 eV
* HOMO-LUMO gap (alpha / beta): 0.313 / 0.257 hartree
* F_max: 2.927 eV Å⁻¹

Each line ends with the Mulliken charge.
Element x y z (Å)
C1 -0.039 -1.043 0.620  0.031
H1 -0.004 -1.955 1.271  0.448
Cl1 -2.944 -0.939 -0.017  -0.003
Cl2 0.785 2.473 0.076  0.049
H2 1.143 0.584 -1.461  0.408
N1 0.315 -0.070 0.105  0.008
C2 0.745 0.950 -0.593  0.060

DFT (ωB97M-V/def2-TZVPD) results for C2H5P in the gas phase at a distorted geometry.

* E_LUMO: -0.202 eV
* DFT total energy: -11441.238 eV
* energy relative to the best compared isomer or geometry (same formula, charge and spin): 1.275 eV
* SMILES: C=PC
* HOMO-LUMO gap: 0.318 hartree
* F_max: 6.421 eV Å⁻¹

Each line ends with the Mulliken charge.
Element x y z (Å)
H1 1.270 -0.550 0.846  0.277
C1 0.867 -0.673 -0.139  -0.807
C2 -1.501 0.553 -0.241  -0.539
P1 -0.957 -1.206 0.189  0.138
H2 0.768 0.376 -0.463  0.151
H3 -0.715 1.250 -0.562  0.210
H4 1.560 -1.297 -0.723  0.310
H5 -2.560 0.559 -0.207  0.261

DFT (ωB97M-V/def2-TZVPD) results for C2H2BrClN2S in the gas phase at a distorted geometry.

* E_LUMO (alpha / beta): -2.400 / -1.670 eV
* DFT total energy: -98481.647 eV
* energy relative to the best compared isomer or geometry (same formula, charge and spin): 2.276 eV
* HOMO-LUMO gap (alpha / beta): 0.210 / 0.276 hartree
* F_max: 2.531 eV Å⁻¹

Each line ends with the Mulliken charge.
Element x y z (Å)
Br1 -3.238 0.529 0.626  0.040
S1 1.178 -1.945 -1.124  -0.193
Cl1 0.005 -1.204 1.660  -0.158
C1 0.381 0.401 -0.625  -0.232
N1 -0.681 1.020 -0.315  0.414
H1 1.070 0.669 -1.448  0.369
N2 -1.669 1.435 0.222  -0.515
H2 1.924 -0.203 0.729  0.317
C2 1.029 -0.703 0.275  -0.042

DFT (ωB97M-V/def2-TZVPD) results for 2 unconnected molecules or ions with the total composition C5H15N2OSi at a distorted geometry.

* net charge: +1
* E_LUMO: -4.742 eV
* DFT total energy: -18324.227 eV
* energy relative to the best compared isomer or geometry (same formula, charge and spin): 1.912 eV
* HOMO-LUMO gap: 0.218 hartree
* F_max: 4.294 eV Å⁻¹

Each line ends with the Mulliken charge.
Element x y z (Å)
H1 0.094 -4.073 -0.120  0.318
H2 -0.649 -3.510 1.362  0.365
H3 0.664 -4.671 1.509  0.372
N1 -1.924 1.806 -2.223  -0.439
C1 -1.507 3.791 -0.916  -1.098
Si1 1.313 -2.246 1.027  0.709
H4 -1.864 2.313 -3.042  0.226
N2 -1.436 1.695 0.046  -0.006
H5 1.525 -1.080 3.210  0.375
H6 2.961 -1.766 2.717  0.370
H7 -1.515 2.211 0.930  0.245
H8 -0.847 4.102 -0.031  0.302
H9 0.833 -0.659 -0.804  0.187
H10 1.660 -2.247 -1.580  0.318
C2 1.599 -1.438 -0.686  -0.836
C3 2.088 -1.219 2.318  -0.991
H11 -1.626 0.810 -2.349  0.239
H12 -1.003 4.124 -1.818  0.357
O1 -1.271 0.396 0.207  -0.698
H13 2.461 -0.836 -0.843  0.411
H14 2.408 -0.306 1.920  0.337
C4 0.250 -3.835 0.968  -0.969
C5 -1.671 2.331 -1.025  0.653
H15 -2.543 4.306 -0.777  0.254